Entry 1:
Molecular formula: C2H3IO
Method: DFT, ωB97M-V/def2-TZVPD

Bonds (Å) are listed after each position.
Element x y z (Å)
1 C 0.694 -1.488 -0.078  O3 1.180, H5 1.131
2 C -2.354 -0.439 -1.775  I4 2.046, H6 1.097, H7 1.104
3 O -0.177 -2.171 0.334  C1 1.180
4 I -2.939 -0.122 0.160  C2 2.046
5 H 1.421 -0.831 0.485  C1 1.131
6 H -1.959 0.414 -2.340  C2 1.097
7 H -3.153 -0.988 -2.303  C2 1.104

## Properties
Spin multiplicity ... 1
Net charge ... 0
Highest occupied orbital energy (spin up / spin down) ... -8.53 / -8.33 eV
Energy above the lowest of the compared OMol25 structures with the same formula, charge and spin ... 399.5 kJ/mol
LUMO level (spin up / spin down) ... 0.10 / -0.59 eV
Orbital gap (spin up / spin down) ... 0.3169 / 0.2843 Eh

Entry 2:
Molecular formula: C2H3IO2
Method: DFT, ωB97M-V/def2-TZVPD

Bonds (Å) are listed after each position.
Element x y z (Å)
1 C -0.673 -1.572 0.275  C2 1.397, O3 1.167
2 C -0.365 -0.239 -0.007  C1 1.397, H6 1.133, H7 1.149, H8 1.047
3 O -0.807 -2.651 -0.149  C1 1.167, I5 2.500
4 O 0.212 -1.567 -2.819  I5 1.883
5 I -0.867 -3.096 -2.608  O3 2.500, O4 1.883
6 H 0.368 0.072 0.800  C2 1.133
7 H -0.063 -0.266 -1.114  C2 1.149
8 H -1.135 0.453 0.150  C2 1.047

## Properties
Spin multiplicity ... 1
Net charge ... 0
Highest occupied orbital energy (spin up / spin down) ... -7.37 / -8.50 eV
Energy above the lowest of the compared OMol25 structures with the same formula, charge and spin ... 558.2 kJ/mol
LUMO level (spin up / spin down) ... -1.66 / -0.26 eV
Orbital gap (spin up / spin down) ... 0.2095 / 0.3028 Eh

Entry 3:
Molecular formula: C2H3IOS
Method: DFT, ωB97M-V/def2-TZVPD

Bonds (Å) are listed after each position.
Element x y z (Å)
1 C 1.665 0.656 0.058  S4 1.550, I5 2.013
2 C -1.234 -0.288 -0.034  O3 1.338, H6 1.101, H7 1.104, H8 1.115
3 O -0.522 0.829 -0.222  C2 1.338
4 S 2.356 2.041 0.127  C1 1.550
5 I 2.054 -1.319 0.069  C1 2.013
6 H -1.999 -0.378 -0.821  C2 1.101
7 H -1.710 -0.334 0.960  C2 1.104
8 H -0.611 -1.207 -0.137  C2 1.115

## Properties
Spin multiplicity ... 1
Net charge ... 0
Highest occupied orbital energy (spin up / spin down) ... -8.63 / -8.82 eV
Energy above the lowest of the compared OMol25 structures with the same formula, charge and spin ... 391.7 kJ/mol
LUMO level (spin up / spin down) ... -1.05 / -1.03 eV
Orbital gap (spin up / spin down) ... 0.2784 / 0.2861 Eh

Entry 4:
Molecular formula: C2H3ISi
Method: DFT, ωB97M-V/def2-TZVPD

Bonds (Å) are listed after each position.
Element x y z (Å)
1 C -0.553 -0.096 0.096  C2 1.200, Si3 1.827
2 C -1.749 -0.151 0.017  C1 1.200, I4 2.040
3 Si 1.269 0.008 0.019  C1 1.827, H5 1.498, H6 1.380, H7 1.381
4 I -3.785 -0.019 0.028  C2 2.040
5 H 1.922 1.162 -0.678  Si3 1.498
6 H 1.397 -1.052 -0.856  Si3 1.380
7 H 1.499 0.147 1.373  Si3 1.381

## Properties
Spin multiplicity ... 1
Net charge ... 0
Highest occupied orbital energy ... -9.49 eV
Energy above the lowest of the compared OMol25 structures with the same formula, charge and spin ... 18.8 kJ/mol
SMILES ... [SiH3]C#CI
LUMO level ... 0.30 eV
Orbital gap ... 0.3596 Eh